# C6H10N2

One molecule with the formula C6H10N2 in a non-equilibrium geometry (ωB97M-V/def2-TZVPD, the OMol25 dataset).

Calculated values
M: 110.16 g mol⁻¹
energy: -343.90882 Eh
strongest force on any atom: 4.5 eV/Å
SMILES: C[C@]12C[C@@H]1CC=NN2
ΔE to the lowest compared entry with this formula, charge and spin: 6.201 eV
highest occupied orbital energy: -0.3293 hartree

Each line ends with the natural charge from an NBO analysis.
CARTESIAN COORDINATES (ANGSTROEM)
C  -0.632  0.832  -1.111  -0.6712
C  0.442  -0.199  -0.746  0.0314
C  0.035  -1.554  -1.051  -0.4239
C  0.011  -1.128  0.403  -0.2065
C  -0.833  -0.331  1.496  -0.4861
C  0.252  1.033  1.486  0.0512
H  -0.684  0.664  -2.233  0.2143
H  -0.354  1.972  -0.833  0.2354
H  -1.773  0.811  -0.687  0.2302
H  -0.511  -1.847  -2.024  0.2422
H  0.950  -2.115  -1.207  0.2238
H  0.849  -1.548  0.850  0.2171
H  -2.011  -0.208  1.593  0.2430
H  -0.708  -0.941  2.465  0.2282
H  -0.050  1.799  2.176  0.1901
H  2.087  1.089  -0.888  0.3755
N  1.285  1.273  0.680  -0.2661
N  1.645  0.399  -0.369  -0.4285

Cartesian forces (eV/Å) of the 3 atoms listed first:
C -2.142 2.535 -0.975
C -2.583 1.060 1.371
C 1.439 -1.864 -2.777


# C27H82O27

A 14-piece molecular cluster, C27H82O27 overall in a non-equilibrium geometry (ωB97M-V/def2-TZVPD, the OMol25 dataset).

Calculated values
M: 838.93 g mol⁻¹
energy: -3109.02482 Eh
strongest force on any atom: 4.0 eV/Å
ΔE to the lowest compared entry with this formula, charge and spin: 4.288 eV
highest occupied orbital energy: -0.3328 hartree

Each line ends with the Löwdin charge.
CARTESIAN COORDINATES (ANGSTROEM)
C  13.755  -7.466  -7.182  -0.1359
O  14.978  -7.675  -6.574  -0.1424
H  13.605  -6.386  -7.191  0.0702
H  13.780  -7.792  -8.221  0.0745
H  13.108  -8.108  -6.584  0.0932
H  15.697  -7.219  -7.019  0.0354
C  15.788  -2.043  -6.372  -0.2252
C  15.543  -3.525  -6.743  -0.1638
O  15.177  -3.601  -8.166  -0.0843
O  17.143  -1.648  -6.579  -0.0650
H  15.698  -2.016  -5.286  0.1174
H  14.957  -1.512  -6.835  0.1220
H  14.698  -3.810  -6.116  0.1092
H  16.406  -4.113  -6.431  0.1086
H  15.761  -2.987  -8.617  0.0864
H  17.412  -0.846  -6.125  0.0984
C  14.944  -5.383  -10.479  -0.2449
C  14.430  -6.118  -11.790  -0.1909
O  14.285  -7.466  -11.426  -0.0791
O  16.315  -5.467  -10.206  -0.0602
H  14.274  -5.613  -9.650  0.1049
H  14.788  -4.315  -10.632  0.1024
H  15.281  -6.166  -12.469  0.1235
H  13.600  -5.579  -12.246  0.1220
H  15.204  -7.743  -11.404  0.0664
H  16.341  -4.922  -9.416  0.0489
C  8.926  -9.008  -5.509  -0.2858
C  9.094  -10.107  -4.480  -0.2089
O  9.325  -9.471  -3.217  -0.0695
O  10.109  -8.484  -5.881  -0.0688
H  8.097  -8.362  -5.218  0.1394
H  8.610  -9.476  -6.442  0.1077
H  9.868  -10.860  -4.632  0.1201
H  8.131  -10.618  -4.447  0.1183
H  10.088  -8.910  -3.373  0.0303
H  9.879  -8.166  -6.757  0.0274
C  10.824  -3.976  -8.450  -0.1888
C  10.498  -2.670  -7.601  -0.2465
O  9.810  -3.087  -6.480  -0.0586
O  9.687  -4.796  -8.753  -0.0647
H  11.664  -4.569  -8.087  0.1084
H  11.301  -3.608  -9.358  0.1016
H  9.908  -1.933  -8.144  0.1141
H  11.390  -2.115  -7.309  0.1053
H  10.333  -3.859  -6.252  0.0402
H  8.858  -4.343  -8.923  0.1100
C  20.090  -5.305  -6.383  -0.1884
C  19.927  -4.082  -7.328  -0.2184
O  19.732  -2.955  -6.532  -0.0633
O  18.894  -5.542  -5.605  -0.0906
H  20.955  -5.324  -5.721  0.1218
H  20.334  -6.226  -6.912  0.0968
H  19.040  -4.170  -7.955  0.1163
H  20.828  -3.955  -7.928  0.1277
H  18.853  -3.082  -6.167  0.0516
H  18.936  -6.031  -4.780  0.0941
C  15.799  -8.916  -2.884  -0.2873
C  17.049  -8.072  -3.012  -0.1702
O  17.443  -8.191  -4.438  -0.0909
O  14.750  -8.514  -3.679  -0.0551
H  15.418  -9.041  -1.870  0.1196
H  16.123  -9.898  -3.230  0.0884
H  17.729  -8.454  -2.251  0.1182
H  16.789  -7.021  -2.880  0.1184
H  17.935  -9.015  -4.420  0.0204
H  15.040  -8.285  -4.565  0.0497
C  9.745  -9.791  -8.983  -0.2438
C  9.382  -8.294  -9.385  -0.1682
O  9.244  -7.477  -8.214  -0.0796
O  10.789  -9.964  -8.078  -0.0520
H  9.942  -10.334  -9.908  0.1138
H  8.876  -10.280  -8.542  0.1010
H  8.571  -8.139  -10.098  0.1219
H  10.342  -8.088  -9.858  0.0983
H  9.642  -6.640  -8.467  0.0499
H  10.637  -9.411  -7.308  0.0218
C  18.217  -7.731  -7.974  -0.2280
C  17.362  -8.864  -8.786  -0.1683
O  17.168  -8.515  -10.156  -0.0512
O  17.419  -6.715  -7.560  -0.1002
H  19.001  -7.248  -8.557  0.1159
H  18.667  -8.052  -7.035  0.1101
H  16.481  -8.990  -8.157  0.0946
H  17.902  -9.784  -8.561  0.1101
H  17.082  -7.563  -10.059  0.0493
H  17.899  -6.205  -6.904  0.0325
C  12.553  -10.681  -1.443  -0.2389
C  11.650  -11.989  -1.397  -0.2193
O  11.166  -12.275  -0.106  -0.0700
O  11.962  -9.584  -0.826  -0.0639
H  12.675  -10.448  -2.500  0.1013
H  13.523  -10.797  -0.960  0.1111
H  12.148  -12.902  -1.723  0.1138
H  10.778  -11.925  -2.047  0.1032
H  10.818  -11.443  0.222  0.0755
H  12.636  -8.966  -0.533  0.0871
C  12.075  -6.040  -2.918  -0.1331
C  12.266  -5.263  -4.259  -0.2525
O  11.133  -5.287  -5.036  -0.0574
O  11.501  -7.398  -3.164  -0.0996
H  11.290  -5.587  -2.312  0.1212
H  12.985  -6.117  -2.322  0.1111
H  13.021  -5.790  -4.843  0.0965
H  12.582  -4.230  -4.121  0.1205
H  10.698  -6.067  -4.683  0.0776
H  12.157  -7.949  -3.599  0.0664
C  11.833  -9.462  -13.481  -0.2217
C  10.564  -8.572  -13.499  -0.1839
O  10.686  -7.692  -12.354  -0.1007
O  12.832  -8.640  -14.061  -0.0726
H  11.664  -10.379  -14.045  0.1135
H  12.204  -9.745  -12.495  0.1025
H  9.682  -9.188  -13.320  0.1132
H  10.526  -7.943  -14.387  0.1164
H  11.511  -7.205  -12.400  0.0580
H  13.405  -8.412  -13.326  0.0468
C  14.103  -10.874  -10.396  -0.2708
C  14.345  -12.042  -9.411  -0.2412
O  13.838  -13.159  -10.054  -0.0773
O  15.078  -10.854  -11.342  -0.0463
H  14.283  -9.957  -9.835  0.1026
H  13.104  -10.850  -10.831  0.1148
H  13.701  -11.951  -8.536  0.1212
H  15.368  -12.366  -9.219  0.1141
H  14.427  -13.257  -10.805  0.0808
H  15.753  -10.284  -10.967  0.0634
C  16.651  -11.357  -5.609  -0.2296
C  18.117  -11.499  -5.165  -0.1993
O  18.399  -10.694  -4.019  -0.0758
O  16.251  -12.228  -6.675  -0.0493
H  16.552  -10.358  -6.032  0.1030
H  15.937  -11.323  -4.786  0.1193
H  18.780  -11.332  -6.014  0.1230
H  18.206  -12.542  -4.861  0.1198
H  19.104  -11.144  -3.548  0.1078
H  16.119  -13.078  -6.249  0.0885

Cartesian forces (eV/Å) of the 3 atoms listed first:
C 0.185 -0.029 -0.421
O 1.521 -0.767 1.221
H -1.084 0.081 0.186


# C5H7NO

One molecule with the formula C5H7NO (ωB97M-V/def2-TZVPD, the OMol25 dataset).

Calculated values
M: 97.12 g mol⁻¹
energy: -324.69928 Eh
strongest force on any atom: 0.5 eV/Å
SMILES: O=C1CC=CCN1
ΔE to the lowest compared entry with this formula, charge and spin: 0.685 eV
highest occupied orbital energy: -0.3459 hartree

Each line ends with the natural charge from an NBO analysis.
CARTESIAN COORDINATES (ANGSTROEM)
O  -0.860  -2.266  0.685  -0.5842
C  -0.712  -1.176  0.177  0.6972
C  -1.079  0.146  0.861  -0.5609
C  0.302  0.720  1.119  -0.1731
C  1.112  0.775  0.057  -0.2102
C  0.456  0.393  -1.247  -0.2756
N  -0.050  -0.970  -1.040  -0.6288
H  -1.680  -0.028  1.753  0.2463
H  -1.680  0.784  0.199  0.2315
H  0.631  0.883  2.139  0.2210
H  2.193  0.882  0.107  0.2170
H  1.095  0.464  -2.134  0.2202
H  -0.387  1.065  -1.453  0.2056
H  0.661  -1.672  -1.223  0.3939

Cartesian forces (eV/Å) of the 3 atoms listed first:
O -0.075 0.316 -0.292
C 0.085 -0.055 -0.278
C -0.061 -0.110 0.029


# C3H5N3

C3H5N3 as an isolated structure in a non-equilibrium geometry (ωB97M-V/def2-TZVPD, the OMol25 dataset).

Calculated values
M: 83.09 g mol⁻¹
energy: -281.51818 Eh
strongest force on any atom: 4.7 eV/Å
ΔE to the lowest compared entry with this formula, charge and spin: 1.956 eV
highest occupied orbital energy: -0.2741 hartree

Each line ends with the natural charge from an NBO analysis.
CARTESIAN COORDINATES (ANGSTROEM)
C  -1.259  -0.616  -1.065  -0.1648
C  -1.222  -0.976  0.246  -0.0435
C  0.507  0.559  -0.476  0.6118
N  -0.244  0.254  -1.416  -0.4808
N  -0.159  -0.507  0.928  -0.6984
N  1.551  1.364  -0.211  -0.8364
H  -1.955  -0.930  -1.817  0.2069
H  -1.951  -1.622  0.713  0.2087
H  -0.206  -0.207  1.886  0.3884
H  1.951  1.789  -1.039  0.4036
H  2.244  0.977  0.416  0.4046

Cartesian forces (eV/Å) of the 3 atoms listed first:
C -0.483 -0.409 0.595
C -0.490 -0.143 -0.644
C -2.201 -2.861 3.085